Entry 1:
C50H124F24N5O5P6 | ωB97M-V/def2-TZVPD

Each line ends with the Löwdin charge.
Atoms and positions in Å:
F  -0.01517  -2.97827  -7.03201  -0.151
H  -11.39594  -2.40980  1.91027  0.078
H  -2.10379  -6.83520  -5.07532  0.131
H  -3.60835  -2.38723  -0.40055  0.067
H  1.92356  -1.91884  8.36175  0.068
C  -3.03407  -2.01419  1.64941  -0.261
H  -2.24856  7.80923  4.11456  0.094
H  3.07563  -2.41730  -9.24018  0.095
C  0.49158  -6.83200  -6.58305  -0.021
H  1.80063  4.36339  8.27597  0.089
C  6.31356  -4.62424  -2.44512  0.018
N  0.34819  -1.66485  -2.72536  0.132
F  1.89720  -4.85620  -2.07652  -0.189
H  -4.52656  0.12249  0.72674  0.061
H  7.67357  -8.03140  -4.43474  0.100
C  0.30027  2.09208  7.11086  -0.277
H  -2.99673  -6.55534  -2.97765  0.102
H  -8.15643  5.46217  0.81141  0.068
C  0.20002  5.42633  4.33615  -0.309
C  2.59540  -2.17261  -3.43770  0.015
F  -2.25579  -2.41407  -6.34651  -0.165
H  2.55095  0.94415  -6.80684  0.096
H  5.90616  -4.03530  -3.26688  0.084
H  0.02723  -0.71320  -2.61838  0.119
H  -5.57058  -1.28872  0.56929  0.097
C  1.22306  0.87918  7.28837  -0.230
H  3.21533  3.19000  6.35595  0.090
H  -1.15064  1.77618  4.12151  0.100
C  -2.79539  -5.49952  -3.15880  -0.107
H  3.81410  0.35172  0.57539  0.069
F  3.82837  -4.86905  -0.57330  -0.181
H  -2.85003  4.08263  2.94544  0.080
H  4.55996  6.22582  6.22859  0.056
H  5.17912  2.21089  -9.05402  0.167
H  1.43301  2.64163  3.58028  0.092
H  1.13233  0.24061  6.40968  0.099
C  -3.91015  3.87280  3.08765  -0.256
C  -0.37521  4.41074  5.28886  -0.245
C  -5.48078  1.76241  2.99707  -0.273
P  2.24806  -5.34475  -0.56260  0.173
C  -0.39948  0.95989  2.47969  -0.267
H  -5.31568  1.18763  3.90837  0.097
C  3.67428  5.45660  8.09279  -0.215
H  -4.72981  5.94749  3.21526  0.073
H  2.82523  4.60972  5.45270  0.070
H  1.28679  5.46875  4.40850  0.099
H  4.76226  1.71483  -1.72520  0.130
H  -12.03105  -0.76479  2.35737  0.075
H  1.99849  -1.41403  9.98469  0.074
C  -8.88835  5.02517  0.13213  -0.085
H  5.66993  -5.50338  -2.47627  0.098
F  -4.00331  0.39225  -1.76364  -0.170
H  -7.09023  3.51209  1.25475  0.079
H  -7.77878  0.97175  -0.19933  0.111
P  -2.44049  0.77448  -1.81841  0.170
H  3.80816  4.36485  -2.20884  0.091
C  -8.47309  3.60549  -0.35760  -0.220
F  1.82276  -3.88640  -0.00842  -0.165
C  -11.42133  -1.61690  2.65778  -0.091
C  4.61752  0.99633  -7.39114  -0.257
H  2.23443  1.27309  7.38868  0.098
F  2.69536  -6.81053  -1.13607  -0.178
H  -3.46241  1.78852  2.53572  0.082
H  0.01338  5.07915  3.31992  0.118
N  0.60976  -7.02035  -4.13016  0.234
H  1.62441  5.65224  7.35408  0.096
C  1.93969  -1.01569  8.97179  -0.092
H  -4.78380  -2.35568  2.81717  0.107
H  -2.27115  -3.48862  0.32845  0.069
H  9.03611  -7.79526  -3.21268  0.105
H  -0.11255  1.88044  1.97140  0.111
C  4.89305  4.27975  -2.27109  -0.036
P  -0.72793  -1.79874  -6.19505  0.251
C  1.02858  1.98605  4.35148  -0.261
C  1.81424  -1.60745  -2.31915  -0.367
H  -0.26472  0.20224  4.39448  0.125
F  -2.51709  1.82920  -0.59421  -0.163
H  0.23784  2.68575  8.02287  0.102
H  -1.43772  4.19775  5.17133  0.098
H  1.60983  -7.06752  -4.26335  0.157
H  -2.47632  -1.11426  1.39032  0.068
N  7.75592  -4.94832  -2.78791  0.104
C  -4.82464  5.00175  2.68170  -0.102
C  -4.26072  2.51914  2.40529  -0.198
H  5.43548  5.19684  -2.50088  0.094
C  -7.86243  2.85536  0.85413  -0.283
C  -3.20897  -2.94569  0.44603  -0.109
H  3.54177  -2.45169  -2.97445  0.083
H  -1.87929  -5.33004  -5.77522  0.136
F  -0.85494  -0.81979  -7.49337  -0.147
C  -9.06423  -0.66612  2.11938  -0.252
H  -0.17619  7.16042  5.34985  0.123
H  3.54615  1.76921  -5.56809  0.083
H  5.19093  7.01083  7.58121  0.075
H  -9.59007  0.22172  1.76819  0.111
O  3.41773  -0.34189  -9.15162  -0.192
O  -1.55306  -5.36868  -3.69835  -0.196
H  -8.01713  0.20748  3.75096  0.093
H  3.52800  5.97458  9.04063  0.108
H  4.76331  3.13712  1.48500  0.162
F  -3.02933  1.99968  -2.65995  -0.161
F  -1.40311  -0.65252  -5.26186  -0.164
H  -8.81892  -1.39331  1.34536  0.123
F  6.03031  -1.37744  -2.85738  -0.173
H  5.48190  -0.47223  -8.74287  0.130
H  5.64227  1.10078  -7.03468  0.140
H  -0.08434  -2.64635  -0.89682  0.078
H  -3.94586  -3.71286  0.68383  0.079
C  -0.26986  1.17353  3.89984  -0.232
H  -0.36441  5.12285  6.11403  0.101
C  -7.14464  1.61527  0.41045  -0.255
H  -1.49597  -2.63265  -1.97759  0.079
H  0.67558  0.72377  9.48396  0.105
F  7.20952  -0.48012  -5.72245  -0.155
H  0.70247  0.00995  0.81992  0.060
H  8.24521  -5.28642  -1.97158  0.173
C  5.60519  1.62411  0.28522  -0.242
C  2.35077  4.84772  7.46921  -0.215
H  -9.27888  2.96788  -0.72127  0.110
F  7.29312  -2.37670  -4.39434  -0.202
H  -0.10259  -7.68369  -6.91424  0.093
H  2.92537  -0.60208  8.75855  0.059
H  -0.06520  -3.75336  -2.32672  0.066
P  6.62173  -0.85792  -4.26927  0.185
C  -7.73722  -0.28530  2.81989  -0.244
H  1.86058  1.31829  4.57500  0.091
H  0.37805  -6.67183  -3.21096  0.135
H  6.65079  1.39589  0.07846  0.167
H  -9.92633  5.01829  0.46476  0.076
H  -9.55082  -2.11885  3.54346  0.113
C  -5.18210  -0.55426  1.27480  -0.232
H  -2.51876  6.33117  4.88601  0.076
C  4.79582  2.34661  -0.83761  -0.173
H  -4.38743  2.61695  1.32710  0.104
H  -12.01957  -1.99888  3.48501  0.075
H  -2.88129  -4.83187  -2.30149  0.090
H  -6.30427  2.32681  3.43459  0.085
O  5.52092  3.55069  -1.13639  -0.210
H  -5.81905  4.56556  2.77636  0.059
H  3.59419  7.45589  7.11701  0.078
H  8.30913  -4.15583  -3.08121  0.160
C  4.90114  0.27156  0.57559  -0.036
C  7.96110  -5.97765  -3.88741  -0.322
C  2.41687  3.91169  6.18352  -0.227
F  0.69808  -1.08399  -5.80485  -0.185
F  -0.88815  1.10517  -2.22664  -0.172
H  0.09123  7.30653  3.56984  0.129
C  -1.49574  -5.93844  -4.95616  -0.168
H  -3.97125  3.75884  4.16996  0.107
F  -1.93602  -0.48255  -0.91725  -0.157
F  2.43101  -5.80906  0.92538  -0.118
H  -3.59324  -5.14305  -3.81030  0.106
H  -0.08073  -0.42982  8.46325  0.101
N  5.48968  2.43729  1.53719  0.232
H  5.14114  1.95626  2.35403  0.158
C  4.25534  6.59413  7.20821  -0.107
H  0.17484  -7.92934  -4.19866  0.171
H  -0.69854  1.72532  6.87433  0.107
H  3.77540  2.68909  -0.66574  0.133
C  -10.01270  -1.22213  3.13037  -0.290
C  4.53699  -0.30485  -8.22593  -0.168
H  1.69667  -1.37399  -9.65373  0.099
H  -6.29799  1.97513  -0.17417  0.103
C  0.07619  -6.15846  -5.25986  -0.245
N  4.43733  2.19234  -8.36880  0.241
H  -3.96830  -0.82409  3.06910  0.077
H  -8.57331  2.62799  1.64850  0.117
H  -2.43612  -2.60851  2.34031  0.107
H  2.81728  -1.43384  -4.20781  0.081
C  8.04796  -7.49606  -3.56219  0.039
H  0.51293  -6.14105  -7.42579  0.094
H  0.60023  -1.07875  2.03709  0.078
P  0.80374  3.10072  5.71280  1.014
C  -0.41084  6.75582  4.36530  -0.266
C  3.53475  1.00066  -6.34095  -0.044
F  7.95025  -0.25414  -3.56991  -0.148
O  2.21446  -1.08717  -1.29744  0.128
H  4.34314  3.05363  -7.84977  0.166
H  3.51782  0.16985  -5.63557  0.061
F  5.90463  0.59228  -4.20380  -0.162
H  -7.19417  -1.16771  3.15836  0.088
H  5.11024  -0.47195  -0.19355  0.087
H  2.18058  -2.98665  -4.03214  0.093
H  -2.30051  6.16623  3.32276  0.059
H  1.52540  -7.15511  -6.46096  0.080
H  -7.80438  3.60623  -1.21838  0.112
F  0.66000  -5.80187  -0.53363  -0.190
F  -0.55125  -2.80236  -4.88350  -0.197
H  7.30443  -7.72508  -2.79877  0.081
C  -1.88581  6.78139  4.12131  -0.098
P  -6.44198  0.68341  1.86320  1.078
H  -4.77761  5.42253  1.67730  0.089
C  2.55329  -1.49378  -8.99044  -0.053
H  5.10173  -0.25019  1.51135  0.089
H  -9.03005  5.70605  -0.70718  0.071
H  2.13479  -1.44275  -7.98527  0.065
C  -0.42141  -2.80649  -1.92095  0.052
H  4.60836  -1.13955  -7.52860  0.122
C  0.86477  0.09011  8.61748  -0.205
H  0.58515  -5.19834  -5.17496  0.134
H  3.70241  2.08384  -9.05307  0.157
F  5.35505  -1.50524  -5.06654  -0.180
F  -2.49215  -0.11853  -3.17953  -0.175
H  -1.41716  0.78665  2.12978  0.091
H  4.36607  4.66509  8.38101  0.104
H  6.36251  2.89240  1.76334  0.177
O  8.28693  -5.51588  -4.97540  0.160
H  6.16925  -4.05817  -1.52488  0.102
H  -10.15544  -0.54619  3.97349  0.113
C  0.69970  -0.00077  1.90986  -0.067
C  -4.36640  -1.48977  2.30328  -0.189
H  1.68115  0.25891  2.30663  0.052
H  0.16298  -1.92418  -3.68377  0.063
H  5.16581  3.67666  -3.13711  0.079

Its net charge is +3. The value obtained for the calculated total energy is -192499.9320 eV.

Entry 2:
C10H16 | ωB97M-V/def2-TZVPD

Each line ends with the natural charge from an NBO analysis.
Atoms and positions in Å:
H  -2.04255  1.86210  -2.34243  0.213
H  -0.85992  -1.16863  3.25048  0.214
H  -1.72046  -0.92905  -1.75028  0.212
H  -1.29984  0.73584  1.03189  0.199
C  -2.09039  0.90408  -2.79684  -0.591
H  0.84845  0.09908  -2.44737  0.196
H  -1.02170  -2.92240  3.49442  0.200
C  -0.32877  0.86424  0.55704  -0.207
H  -3.02219  0.50472  -3.21362  0.221
C  0.88421  0.26010  -1.39097  -0.211
H  0.51251  -1.68767  1.10776  0.210
C  2.05489  0.78801  -0.85198  -0.212
C  -1.60624  0.08225  -1.56772  -0.424
H  1.36276  -2.22970  2.47202  0.201
H  -2.34784  0.38958  -0.74362  0.195
C  2.01117  1.22200  0.50710  -0.192
H  0.54537  -3.45336  1.32108  0.196
H  -1.31525  0.82209  -3.47862  0.197
C  -0.38214  0.25304  -0.81304  0.001
H  0.81072  1.59070  2.34573  0.223
C  0.75462  1.17532  1.24409  -0.231
C  0.44906  -2.37884  1.90623  -0.604
C  -0.82386  -2.10146  2.71712  -0.626
H  2.73274  1.45565  1.17395  0.202
H  -1.66459  -2.37992  2.03298  0.209
H  2.94652  0.89855  -1.32046  0.210

Its net charge is 0. The value obtained for the calculated total energy is -10626.8210 eV. The structure (SMILES) is CCc1ccccc1.CC.

Entry 3:
C21H37Cl24N3O3 | ωB97M-V/def2-TZVPD

Each line ends with the Löwdin charge.
Atoms and positions in Å:
C  2.93425  7.73093  -2.86791  -0.046
O  0.32561  -10.70739  -4.31698  -0.021
Cl  -8.95566  3.94752  -0.81271  0.502
Cl  6.20175  -5.06467  -6.39331  0.478
Cl  5.25987  -4.34148  -3.66199  0.501
Cl  5.42918  -7.19171  -4.64024  0.512
C  1.92576  5.42801  2.09633  -0.667
H  -9.89322  2.24228  5.59823  0.062
H  -9.79411  -0.08262  7.76051  0.068
H  -0.70439  -0.21765  2.79732  0.131
N  1.55565  8.07614  -3.15845  -0.188
Cl  6.55031  1.32490  -0.96714  0.470
C  0.93923  6.59442  2.37125  -0.616
C  -1.97323  -9.50573  -3.58639  -0.032
C  -0.66435  -8.68129  -1.63424  -0.066
H  -2.67808  -0.34252  1.68432  0.083
H  -11.12132  1.13360  7.60236  0.061
Cl  1.33347  2.17203  -9.51068  0.493
H  1.70274  4.85190  1.19829  0.069
Cl  -11.08304  -0.22718  5.79621  0.544
C  -2.17706  -0.24179  0.72155  -0.052
H  -9.06282  2.45922  7.08216  0.062
C  -9.37476  1.68650  6.37951  -0.695
H  0.02035  0.30001  -1.04687  0.089
C  7.93441  1.66306  -2.10669  -1.971
C  7.49378  0.19502  5.16471  -0.686
Cl  7.89726  2.01688  7.20541  0.485
N  -0.76784  -9.54200  -2.77778  -0.215
H  3.54094  8.38549  -2.24216  0.094
H  0.21755  -8.82521  -1.01005  0.090
H  8.12940  2.35448  4.92369  0.065
C  1.07667  9.31025  -2.81662  -0.333
Cl  1.78172  0.28229  -7.30041  0.511
C  0.74155  7.13628  -3.89840  -0.080
H  -1.60332  -8.78855  -1.09118  0.086
C  -4.07298  -5.06428  5.50219  -0.602
C  1.86532  0.53002  -9.06747  -2.036
N  -0.71881  -0.39831  0.78671  -0.202
Cl  -4.58486  -4.90983  3.76110  0.485
O  1.68536  10.23864  -2.29941  0.006
Cl  8.47603  3.40813  -1.90300  0.465
H  -0.33921  7.27640  -3.91869  0.086
H  3.45190  7.56455  -3.81261  0.087
H  -4.96950  -5.15468  6.11554  0.070
H  7.65285  0.15082  4.08729  0.073
C  -8.24847  4.10139  -2.44455  -2.028
Cl  -0.76063  5.93190  2.51621  0.485
Cl  3.36101  -5.43135  -5.58919  0.468
C  0.30035  -10.21344  -3.18364  -0.341
C  8.30436  1.46306  5.52606  -0.612
H  -2.52337  -1.12809  0.18991  0.083
H  0.03570  9.44532  -3.14874  0.129
H  1.83798  4.78842  2.97457  0.062
H  -3.55553  -4.14037  5.76051  0.060
H  1.19867  6.90352  3.38380  0.060
Cl  -8.98638  2.83443  -3.43027  0.518
H  -0.63698  -7.62752  -1.91159  0.085
C  -0.04122  -0.61407  -0.45632  -0.063
Cl  9.24616  0.46344  -1.93084  0.518
H  9.37183  1.24258  5.52390  0.063
H  -1.72357  -8.63849  -4.19767  0.099
Cl  3.58174  6.08803  2.08173  0.541
H  -3.43430  -7.21889  5.38861  0.067
H  0.87693  7.35734  1.59525  0.065
H  -2.79833  -6.39736  6.67602  0.062
Cl  7.88271  -1.25265  6.10958  0.549
H  1.01414  -0.85541  -0.32951  0.088
C  -10.28929  0.63444  7.10573  -0.648
Cl  7.29209  1.56001  -3.71775  0.517
Cl  3.50964  0.32552  -9.63620  0.529
Cl  -6.49009  3.96819  -2.39558  0.518
H  0.96053  6.90715  -4.94130  0.086
H  6.41198  0.32060  5.20997  0.065
Cl  -1.49855  -5.92708  4.79298  0.521
C  5.08615  -5.49728  -5.03032  -1.960
C  -3.05662  -6.22558  5.63109  -0.664
O  1.23007  -0.20767  1.98974  -0.025
H  -2.93603  -9.41852  -3.08289  0.091
H  -2.02171  -10.35117  -4.27267  0.088
Cl  0.77016  -0.56163  -9.95560  0.503
C  -0.01472  -0.29909  1.94295  -0.307
Cl  -7.93577  0.90294  5.74101  0.547
H  2.94236  6.71822  -2.46486  0.080
H  0.78731  6.16104  -3.41371  0.081
H  -0.58595  -1.35707  -1.03882  0.088
H  -2.58071  0.66417  0.26946  0.088
Cl  -8.62080  5.71909  -3.13670  0.491
H  1.15280  -10.31094  -2.49370  0.137

Its net charge is 0. The value obtained for the calculated total energy is -333525.0385 eV. The structure (SMILES) is ClC(Cl)(Cl)Cl.ClC(Cl)(Cl)Cl.ClC(Cl)(Cl)Cl.ClC(Cl)(Cl)Cl.CN(C)C=O.CN(C)C=O.CN(C)C=O.ClCCCl.ClCCCl.ClCCCl.ClCCCl.